Here is a cluster of 9 separate species, C19H55F3N2O19S6 in total in a non-equilibrium geometry from OMol25. Energies are from ωB97M-V/def2-TZVPD.

```
104
Properties=species:S:1:pos:R:3:forces:R:3
N 0.719 0.678 0.157 -0.8 -0.2 0.4
H 0.261 0.069 0.820 0.0 -0.6 0.1
H 1.654 0.887 0.476 1.9 0.4 1.1
H 0.195 1.540 0.211 -0.1 0.3 -0.9
H 0.823 0.237 -0.745 -0.6 0.2 -0.5
N 4.186 3.287 -0.826 0.7 0.7 -0.2
H 4.281 2.808 -1.710 0.3 -0.2 0.0
H 5.054 3.577 -0.399 0.5 0.1 -0.4
H 3.764 2.703 -0.119 -1.2 -2.2 1.6
H 3.568 4.077 -0.935 -1.0 1.0 -0.2
C -0.057 5.198 -2.997 -2.4 -1.1 3.0
F -1.274 4.551 -3.273 1.0 1.0 0.9
F 0.679 4.905 -3.972 2.8 -1.0 -2.8
F -0.237 6.515 -3.005 -0.3 -0.2 0.6
S 0.656 4.467 -1.254 -1.6 0.6 1.6
O -0.378 4.924 -0.316 1.1 -0.1 -1.2
O 0.749 3.008 -1.304 -0.1 0.6 -1.3
O 1.980 5.069 -1.060 -0.2 0.2 -0.8
C 3.611 0.149 3.085 -0.3 -0.7 2.4
C 4.104 0.665 1.828 1.1 1.2 -3.9
C 4.816 -0.401 0.907 -0.7 -0.9 0.0
O 3.147 1.408 1.091 0.8 -0.2 -0.2
H 3.045 -0.776 2.977 -0.2 0.2 0.2
H 3.080 0.914 3.651 -0.7 0.0 -0.5
H 4.415 -0.011 3.802 0.5 -0.6 -0.2
H 4.973 1.287 2.042 0.2 0.7 0.4
H 4.121 -1.019 0.339 -0.7 -0.1 0.2
H 5.427 -1.133 1.435 0.2 0.1 0.4
H 5.440 -0.071 0.076 0.2 1.0 0.3
O -6.580 -1.557 -2.577 1.0 -0.6 1.5
S -5.831 -2.087 -1.441 -0.1 -0.4 -0.7
O -5.963 -3.510 -1.109 0.6 2.7 -0.4
O -4.263 -1.737 -1.592 -0.2 -0.9 0.1
C -3.920 -0.531 -2.270 1.3 0.6 -0.5
C -2.420 -0.274 -2.353 0.9 -0.7 -0.2
C -6.097 -1.077 0.011 -0.6 -0.8 -0.1
H -4.219 0.378 -1.748 -1.1 -0.2 0.1
H -4.297 -0.626 -3.288 -0.3 0.5 0.2
H -1.852 -0.992 -2.945 -0.4 -0.1 -0.4
H -1.830 -0.248 -1.437 -0.7 0.1 0.5
H -2.300 0.713 -2.800 0.0 0.0 -0.2
H -5.334 -1.361 0.736 -0.3 -0.1 0.0
H -7.102 -1.403 0.279 0.0 0.3 0.6
H -6.060 0.000 -0.153 0.0 -0.3 -0.4
O -1.094 0.183 4.857 0.9 -2.1 -2.5
S -0.829 -0.804 3.785 -0.9 -1.7 0.1
O -0.097 -0.525 2.554 -0.7 0.2 2.3
O -0.087 -2.182 4.365 -0.6 2.0 1.1
C -0.366 -2.488 5.789 -0.2 -0.6 -0.6
C 0.196 -3.862 6.035 0.5 -0.7 0.1
C -2.354 -1.726 3.304 0.1 0.1 -0.4
H -1.425 -2.607 6.015 -0.3 0.6 -0.5
H 0.001 -1.708 6.457 0.4 0.0 -0.3
H 0.231 -4.035 7.111 0.3 0.0 0.1
H 1.168 -4.029 5.570 0.2 0.3 0.3
H -0.400 -4.688 5.646 -0.4 0.4 -0.2
H -3.058 -1.058 2.810 -0.1 0.2 0.6
H -2.738 -2.356 4.107 -0.2 0.9 0.6
H -2.164 -2.528 2.591 1.0 0.4 -0.4
O 0.239 -1.070 -4.692 2.0 0.6 1.4
S 1.212 -0.520 -3.761 0.9 0.9 1.5
O 1.024 -0.629 -2.298 0.2 -0.2 -2.8
O 2.750 -1.231 -4.065 -1.9 0.8 -0.4
C 3.933 -0.684 -3.383 -1.1 0.1 0.2
C 5.149 -1.603 -3.512 -0.7 0.1 0.9
C 1.538 1.311 -4.160 1.1 -1.5 -0.5
H 3.592 -0.538 -2.358 0.4 0.2 0.2
H 4.158 0.276 -3.849 -0.1 0.1 0.0
H 6.004 -0.940 -3.641 0.1 -0.5 -0.7
H 4.944 -2.386 -4.242 0.5 0.4 -0.5
H 5.360 -2.135 -2.584 -0.3 0.0 0.2
H 2.329 1.726 -3.536 -0.3 -0.4 0.6
H 0.707 2.016 -4.177 -0.3 -0.7 0.1
H 2.038 1.179 -5.119 -0.5 0.3 -0.4
O -0.177 -2.321 0.275 1.2 -2.6 1.7
S 0.409 -3.478 1.012 -1.3 0.7 -0.5
O -0.408 -4.344 1.882 1.6 2.0 -1.4
O 1.029 -4.513 -0.056 -0.5 0.3 0.3
C 1.442 -4.018 -1.342 0.7 -0.2 -0.6
C 2.692 -3.169 -1.239 -0.4 1.0 0.6
C 1.951 -2.991 1.844 -0.6 -0.1 0.6
H 0.609 -3.543 -1.860 0.1 0.3 0.2
H 1.719 -4.890 -1.934 -0.3 -0.3 0.3
H 3.119 -2.955 -2.218 0.1 -0.4 0.1
H 3.394 -3.572 -0.508 0.3 -0.5 -0.5
H 2.449 -2.203 -0.797 -0.2 0.2 -0.3
H 2.343 -3.952 2.179 0.3 0.1 -0.2
H 1.787 -2.375 2.729 -0.7 -0.2 -0.1
H 2.632 -2.401 1.231 -0.3 -0.5 -0.3
O -4.122 1.275 1.850 2.2 1.0 -1.1
S -3.043 2.034 1.185 -0.5 1.2 0.3
O -1.711 1.473 0.964 -2.6 0.7 0.2
O -3.652 2.553 -0.284 1.0 -1.4 2.6
C -5.050 2.829 -0.230 -0.9 0.3 -0.6
C -5.322 3.298 -1.594 -0.8 1.1 -1.6
C -2.880 3.724 1.992 0.1 -0.9 0.0
H -5.401 3.560 0.498 0.7 0.0 0.4
H -5.712 1.965 -0.165 0.6 -0.4 0.9
H -6.250 3.867 -1.636 -0.4 -0.4 0.0
H -5.406 2.405 -2.213 0.1 0.4 -0.5
H -4.610 4.019 -1.994 0.4 -0.3 0.1
H -2.460 3.630 2.993 -0.1 -0.5 0.0
H -3.867 4.176 2.088 0.0 -0.2 -0.2
H -2.194 4.363 1.436 -0.1 -0.3 -0.5
```
Positions in Å, forces in eV/Å.

Values from the calculation:
* E_HOMO: -0.29037 Eh
* charge: 0
* frontier orbital gap: 7.53 eV
* E: -135636.227 eV

=====

Here is a structure of composition C19H55FO9S8Tl in a non-equilibrium geometry from OMol25. Energies are from ωB97M-V/def2-TZVPD.

```
93
Properties=species:S:1:pos:R:3:forces:R:3
Tl -0.039 -0.819 0.601 0.0 0.0 0.3
F -1.107 -4.590 2.787 0.0 0.2 -0.2
C -0.173 -5.099 -6.101 0.5 1.3 0.4
C -0.572 -3.605 -5.941 -0.5 -1.5 3.1
C -1.809 -3.160 -6.821 -1.2 0.8 -0.2
O -0.767 -3.231 -4.572 0.3 -0.7 -4.1
H 0.134 -5.400 -7.103 -0.9 0.2 -0.3
H -0.953 -5.699 -5.632 0.3 -0.3 -0.3
H 0.790 -5.215 -5.604 -0.2 -0.1 0.7
H 0.145 -2.936 -6.416 0.5 0.7 0.2
H -2.042 -2.113 -6.626 0.5 0.1 -0.3
H -2.773 -3.642 -6.659 0.4 -0.7 0.7
H -1.568 -3.357 -7.866 0.4 0.2 0.1
C 5.650 0.997 5.604 0.5 -0.5 -0.2
S 5.336 -0.676 4.833 -0.3 2.6 -2.9
O 4.200 -0.331 3.847 1.3 -1.0 1.6
C 6.820 -0.716 3.658 0.0 -1.2 0.3
H 6.423 0.968 6.372 -0.3 -0.4 0.4
H 4.679 1.339 5.962 0.2 -0.2 0.1
H 6.050 1.715 4.889 -0.4 -0.3 -0.5
H 6.665 -0.212 2.704 -0.5 0.6 0.5
H 6.915 -1.757 3.346 -0.3 -0.3 0.2
H 7.804 -0.502 4.075 -0.2 0.4 0.4
C -4.189 5.129 3.904 0.3 -0.1 0.1
S -3.909 4.872 2.156 -0.9 -2.6 -0.8
O -3.610 3.363 2.026 -0.5 2.4 0.0
C -5.713 5.087 1.719 -0.4 0.4 0.0
H -5.112 4.656 4.241 -0.1 0.3 -0.1
H -4.130 6.205 4.066 -0.2 -0.1 0.3
H -3.372 4.605 4.400 0.2 0.2 0.0
H -6.057 5.197 0.691 1.1 -0.5 -0.5
H -6.107 6.024 2.112 0.3 0.0 0.7
H -6.272 4.243 2.124 0.3 0.0 0.3
C 5.210 -0.429 -4.467 1.3 0.9 0.8
S 4.691 1.094 -3.497 1.1 -1.2 2.1
O 4.511 0.622 -2.045 -0.2 0.4 -2.1
C 6.297 1.981 -3.375 0.7 0.8 -1.0
H 6.262 -0.592 -4.233 0.1 0.1 0.2
H 5.205 -0.228 -5.539 -0.7 -0.2 0.1
H 4.720 -1.311 -4.056 -0.6 0.3 -0.4
H 7.013 1.646 -2.624 -0.8 -0.5 0.4
H 6.118 3.048 -3.243 -0.5 -0.1 0.6
H 6.920 2.044 -4.268 -0.4 -0.6 -0.7
C -7.498 -2.858 0.161 -1.3 -1.0 0.3
S -6.911 -1.349 -0.542 2.1 -0.3 -0.2
O -5.415 -1.572 -0.653 -1.0 0.5 -0.1
C -7.614 -1.616 -2.174 -0.3 0.0 -0.3
H -8.436 -2.704 0.694 0.0 0.3 0.2
H -6.796 -3.318 0.857 0.2 0.3 -0.3
H -7.777 -3.540 -0.642 0.5 -0.3 0.1
H -7.543 -0.672 -2.713 -0.3 -0.1 0.0
H -8.635 -1.970 -2.029 -0.2 0.5 -0.1
H -7.130 -2.396 -2.762 0.5 0.0 0.4
C 2.789 -7.048 -0.323 -0.1 -0.4 0.4
S 4.208 -5.874 -0.377 -0.8 -1.1 1.7
O 3.549 -4.603 -0.003 0.3 0.7 -0.2
C 5.000 -6.601 1.197 -0.5 0.6 -0.5
H 2.230 -6.925 0.605 0.4 0.4 0.3
H 3.119 -8.087 -0.327 0.1 0.0 -0.4
H 2.023 -6.859 -1.075 0.6 0.1 -0.5
H 5.995 -6.207 1.403 0.2 -0.3 -0.7
H 4.940 -7.682 1.071 0.4 0.1 0.2
H 4.452 -6.273 2.080 -0.7 -0.1 -0.3
C 2.433 6.610 0.793 0.3 0.0 -0.8
S 3.018 5.426 2.058 -1.8 0.7 0.0
O 1.992 4.334 1.959 0.8 0.4 0.4
C 2.563 6.521 3.492 0.4 -0.5 0.6
H 2.996 7.543 0.761 0.0 0.0 0.3
H 1.360 6.800 0.806 0.0 -0.1 0.8
H 2.558 6.151 -0.187 0.4 -0.3 0.1
H 3.295 7.307 3.678 0.0 0.4 -0.8
H 2.681 5.987 4.435 -0.2 -0.7 -0.2
H 1.537 6.889 3.459 0.1 0.0 -0.4
C -3.204 2.872 -4.598 -0.2 -1.1 -0.1
S -1.615 3.682 -4.271 1.7 -0.9 1.8
O -0.934 2.899 -3.095 -1.5 1.3 -2.4
C -0.646 3.128 -5.762 -0.9 -0.1 0.7
H -3.013 1.912 -5.079 0.1 0.0 -0.2
H -3.952 3.414 -5.176 0.5 0.4 -0.2
H -3.706 2.610 -3.666 0.5 0.3 0.3
H -0.456 2.083 -5.514 0.1 0.0 -0.3
H 0.291 3.678 -5.855 -0.2 0.1 0.3
H -1.236 3.246 -6.671 0.0 -0.1 0.1
C -1.904 -2.006 7.357 -0.3 -0.4 -0.7
S -2.494 -0.449 6.568 0.3 -0.6 -1.2
O -1.596 -0.254 5.349 -1.2 -0.3 1.4
C -4.146 -1.002 5.873 0.8 -0.5 -0.4
H -0.846 -1.904 7.599 -0.2 0.4 0.2
H -1.946 -2.815 6.627 -0.1 0.1 -0.3
H -2.504 -2.341 8.202 0.0 0.5 0.2
H -4.959 -1.238 6.559 0.3 0.5 0.4
H -3.983 -1.904 5.282 0.4 -0.1 0.0
H -4.420 -0.239 5.144 0.0 0.2 0.3
```
Positions in Å, forces in eV/Å.

Values from the calculation:
* E_HOMO: -0.36942 Eh
* charge: +1
* frontier orbital gap: 1.61 eV
* E: -133090.011 eV

=====

Here is a cluster of 9 separate species, C19H55N2O10S8 in total in a non-equilibrium geometry from OMol25. Energies are from ωB97M-V/def2-TZVPD.

```
94
Properties=species:S:1:pos:R:3:forces:R:3
C 1.071 1.810 5.731 0.2 0.1 -0.1
C 0.287 1.568 4.427 -0.6 -0.7 0.9
N 0.466 0.191 3.941 0.5 0.2 -0.3
C -1.147 1.840 4.612 0.5 1.5 -0.3
O -2.094 0.577 4.721 0.1 -0.9 0.3
N -1.982 -0.226 5.784 -0.7 0.3 -0.3
O -2.029 0.338 6.845 0.5 0.0 0.1
H 0.464 1.701 6.647 0.1 -0.1 0.0
H 1.528 2.806 5.774 -0.1 0.0 0.0
H 1.907 1.104 5.798 0.0 0.0 0.0
H 0.374 -0.453 4.743 -0.2 -0.1 -0.2
H 1.429 0.065 3.642 0.0 0.1 0.0
H -1.662 2.335 3.788 -0.2 -0.5 -0.2
H -1.316 2.448 5.508 -0.1 0.0 -0.1
C 5.454 -0.538 1.101 0.0 -0.1 -0.1
S 3.885 0.284 1.410 -0.1 0.1 -0.1
O 3.769 0.404 2.888 0.2 0.0 0.1
C 2.840 -1.076 0.918 -0.1 -0.3 0.0
H 6.241 0.141 1.423 0.0 0.0 0.0
H 5.490 -1.461 1.681 0.0 0.0 0.0
H 5.546 -0.741 0.033 0.0 0.0 0.0
H 3.068 -1.939 1.545 0.0 0.0 0.1
H 2.995 -1.315 -0.136 0.0 0.1 0.0
H 1.811 -0.760 1.091 0.0 0.0 0.0
C -6.390 -1.862 3.474 0.0 0.0 0.1
S -4.616 -2.137 3.629 0.1 0.1 -0.2
O -4.340 -3.397 2.874 -0.1 -0.1 0.0
C -4.641 -2.566 5.363 0.0 0.0 0.0
H -6.589 -1.614 2.434 0.0 0.0 0.0
H -6.919 -2.775 3.752 0.0 0.0 0.0
H -6.683 -1.031 4.116 0.0 0.0 0.0
H -5.295 -3.424 5.510 0.0 0.0 0.0
H -4.987 -1.716 5.949 0.0 0.0 0.0
H -3.620 -2.803 5.654 0.0 0.0 0.0
C 0.626 -0.799 -3.352 -0.1 0.1 0.0
S 1.868 -2.062 -3.097 0.1 -0.2 0.1
O 3.054 -1.394 -2.479 0.0 0.0 0.0
C 2.274 -2.297 -4.827 0.0 0.1 -0.1
H 0.291 -0.480 -2.366 0.0 0.0 0.0
H 1.068 0.035 -3.898 0.0 0.0 0.0
H -0.204 -1.239 -3.906 0.0 0.0 0.0
H 2.598 -1.336 -5.228 0.0 0.0 0.0
H 1.396 -2.676 -5.345 0.0 0.0 0.0
H 3.079 -3.029 -4.866 0.0 0.0 0.0
C 3.253 1.707 -7.839 0.0 0.0 0.0
S 2.867 2.178 -6.149 0.1 0.0 0.1
O 2.029 1.080 -5.595 -0.1 -0.1 -0.1
C 1.749 3.510 -6.565 0.0 0.1 -0.1
H 3.912 0.843 -7.790 0.0 0.0 0.0
H 2.329 1.445 -8.355 0.0 0.0 0.0
H 3.758 2.534 -8.338 0.0 0.0 0.0
H 0.934 3.115 -7.172 0.0 0.0 0.0
H 2.279 4.294 -7.106 0.0 0.0 0.0
H 1.361 3.907 -5.629 0.0 0.0 0.0
C 7.345 3.442 2.177 0.0 0.0 0.1
S 5.858 3.334 1.172 0.0 -0.2 -0.1
O 6.184 4.016 -0.110 0.0 0.1 0.0
C 4.860 4.459 2.141 0.0 0.0 0.1
H 8.096 2.812 1.707 0.0 0.0 0.0
H 7.686 4.478 2.202 0.0 0.0 0.0
H 7.128 3.077 3.181 0.0 0.0 0.0
H 5.358 5.428 2.186 0.0 0.0 0.0
H 4.708 4.038 3.135 0.0 0.0 0.0
H 3.899 4.545 1.639 0.0 0.0 0.0
C -6.855 -4.693 10.044 0.0 0.0 0.0
S -5.573 -4.659 8.782 0.1 -0.1 0.0
O -5.588 -3.298 8.201 -0.1 0.1 0.0
C -6.425 -5.725 7.612 0.0 0.0 0.0
H -6.528 -4.037 10.848 0.0 0.0 0.0
H -7.786 -4.325 9.615 0.0 0.0 0.0
H -6.971 -5.710 10.420 0.0 0.0 0.0
H -7.388 -5.280 7.361 0.0 0.0 0.0
H -6.552 -6.717 8.046 0.0 0.0 0.0
H -5.799 -5.789 6.724 0.0 0.0 0.0
C -0.156 5.767 -10.719 0.0 0.0 0.0
S 0.336 6.851 -9.373 0.0 0.1 0.0
O 1.465 6.180 -8.683 0.1 -0.1 0.0
C -1.117 6.575 -8.356 0.0 0.0 0.0
H 0.657 5.764 -11.442 0.0 0.0 0.0
H -0.313 4.762 -10.327 0.0 0.0 0.0
H -1.064 6.152 -11.184 0.0 0.0 0.0
H -1.203 5.510 -8.139 0.0 0.0 0.0
H -2.002 6.939 -8.878 0.0 0.0 0.0
H -0.975 7.134 -7.434 0.0 0.0 0.0
C -0.846 -5.552 -2.329 0.0 0.0 0.0
S -1.404 -4.906 -3.907 0.0 0.0 0.1
O -0.308 -4.028 -4.400 0.0 0.1 -0.2
C -2.661 -3.814 -3.238 0.0 0.0 0.0
H -0.014 -6.223 -2.533 0.0 0.0 0.0
H -0.514 -4.723 -1.705 0.0 0.0 0.0
H -1.658 -6.100 -1.852 0.0 0.0 0.0
H -2.193 -3.122 -2.539 0.0 0.0 0.0
H -3.430 -4.405 -2.740 0.0 0.0 0.0
H -3.095 -3.269 -4.074 0.0 0.0 0.0
```
Positions in Å, forces in eV/Å.

Values from the calculation:
* E_HOMO: -0.05242 Eh
* charge: -1
* frontier orbital gap: 2.91 eV
* E: -130721.287 eV

=====

Number 1: lowest unoccupied orbital energy -0.37 eV. Number 2: lowest unoccupied orbital energy -8.45 eV. Number 3: lowest unoccupied orbital energy 1.48 eV.